This record from the Open Molecules 2025 dataset describes a 10-piece molecular cluster, C40H77F12O32P3S3 overall in a non-equilibrium geometry. The level of theory is the ωB97M-V functional and the def2-TZVPD basis.

Values from the calculation:
Lowest unoccupied orbital energy (spin up / spin down) ... -0.1109 / -0.3634 Eh
Gap between HOMO and LUMO (spin up / spin down) ... 9.2 / 2.3 eV
Total charge ... +1
Spin multiplicity ... 2
Strongest force on any atom ... 0.11211 hartree/bohr
⟨S²⟩ ... 0.757

Element x y z (Å)
H 2.288 5.456 2.917
O 2.330 -0.188 -5.813
F -3.927 1.880 -0.114
O -4.309 -5.675 -1.246
O 6.611 -4.978 -2.059
H -3.495 5.133 0.817
H -1.771 3.032 -1.503
H 2.357 7.210 2.696
C 0.071 4.076 -2.116
H -4.798 -2.767 4.895
H -1.651 4.254 -0.501
O 2.033 -6.741 -2.472
H -2.349 -3.662 -4.209
H 3.183 2.040 -1.530
H -6.652 -3.843 -1.827
H -2.433 -6.615 3.599
O 0.002 4.551 -3.468
H 2.766 2.932 -6.765
H 4.797 -4.139 1.173
H -5.409 -2.790 3.232
H -6.263 -2.128 -1.686
H 6.378 6.530 2.090
C 2.414 -6.958 0.211
H 4.622 2.846 -1.545
C 1.395 -5.987 -1.701
H -5.012 -7.461 -1.968
C 2.437 -6.757 1.687
F 4.888 -3.553 -4.783
H 6.084 8.199 1.409
F -0.176 -5.184 -3.368
C 1.563 -0.249 -2.045
O 0.154 -1.008 -0.191
C 2.372 2.068 -6.231
O -4.918 -0.162 2.449
C 0.802 0.009 -0.671
H 0.706 4.620 -1.416
O -5.713 -7.143 0.596
F -5.490 2.639 1.231
C -2.913 -1.657 -4.914
H 0.351 6.092 8.386
H -2.060 -2.072 0.234
F -0.319 -4.369 -1.362
C 3.294 0.871 -6.072
O -3.004 1.098 2.024
O -1.922 -2.346 -2.908
H 3.418 -7.091 -0.190
H -7.422 -2.860 -0.665
H -1.483 6.476 6.645
C 7.815 7.124 0.559
O 4.382 4.425 0.292
H -2.144 5.961 1.574
C 5.907 -4.225 -2.669
H -0.832 1.511 3.625
C -1.970 -2.644 -4.305
H -4.412 -0.231 4.364
H 1.522 -6.571 2.249
F 6.090 -5.409 -4.852
H 2.597 4.207 -0.677
F 7.075 -3.618 -4.545
H -2.932 -5.948 -3.510
O -0.164 5.745 3.870
H -1.831 -2.361 1.938
C -1.043 5.504 6.868
C 3.270 3.635 -0.038
O 0.047 0.649 -4.901
H 1.631 3.175 3.145
H -3.267 -7.694 -3.566
O -1.749 0.278 -2.610
C -3.586 5.102 2.886
S -2.685 -0.859 -2.572
H 1.813 -7.845 0.012
H -5.392 -2.599 0.815
O -3.479 -0.974 -1.360
S 0.743 0.103 -6.070
H 0.302 -0.934 1.847
H -1.046 -5.980 2.705
H 1.957 2.493 -5.318
O 5.535 6.609 0.161
P 4.103 5.968 0.551
O -1.757 5.840 -4.764
C 0.357 5.712 7.364
C -4.914 1.618 0.732
S -1.544 4.608 -3.959
C -3.199 5.713 1.691
H -3.642 6.649 1.350
C -1.862 -6.702 2.674
O 4.100 6.246 2.170
C 2.926 6.334 3.008
H 1.017 4.845 7.375
H 4.039 0.937 -5.280
H -6.251 -1.810 4.464
H 6.062 -2.763 -0.195
C -1.375 4.047 -1.535
H 0.612 6.521 6.680
H -3.340 -1.194 3.421
C -5.281 -2.172 4.121
H 4.565 -2.099 -0.282
P -1.285 4.860 4.279
H 3.841 0.521 -6.948
C 6.359 7.164 1.203
O -3.586 -5.796 1.256
O 5.124 -3.235 -2.062
H 3.411 -4.094 0.165
O -3.609 -0.931 -3.972
C -3.171 -6.827 -2.912
C 5.110 -2.950 -0.691
F 1.565 0.865 -2.901
C 3.271 6.367 4.518
H -0.893 -3.229 0.965
O 0.113 -0.785 -7.030
H 0.441 3.052 -2.160
O -1.204 4.487 5.897
C 0.550 -4.797 -2.300
C -5.392 -3.348 0.024
O 1.594 -5.983 -0.359
H -4.668 5.165 2.999
H -1.031 -2.579 -4.856
H 3.414 7.400 4.834
C -6.447 -3.040 -1.118
H -1.667 5.151 7.689
C 5.907 -4.213 -4.273
H 2.767 3.307 0.872
C -4.398 -0.976 3.568
C 0.840 2.526 2.768
O -1.292 3.357 3.534
H 0.557 3.073 1.869
H -0.930 -0.099 1.263
H -2.270 -0.844 -5.253
O 2.949 6.521 -0.239
C -1.297 -2.217 0.999
H -2.131 -6.748 0.531
O 0.854 1.100 -0.078
C -0.454 -1.061 1.072
H 2.822 -7.614 2.239
H -5.046 -6.054 -3.098
H 3.049 -5.892 1.945
H 8.495 7.464 1.340
H 4.162 5.774 4.724
C -0.281 2.426 3.844
F 1.392 -3.806 -2.717
C 3.911 2.441 -0.825
F -5.838 0.837 0.230
H -3.397 4.028 2.881
O 1.331 1.424 -6.887
H 8.012 6.223 -0.022
P -4.844 -5.988 0.306
H -3.155 -7.852 1.478
F 2.726 -0.701 -1.730
H 0.124 2.318 4.850
C -2.699 -6.863 1.454
H 7.735 7.955 -0.142
H 4.391 1.724 -0.160
O -2.146 4.865 -2.388
C 4.498 -4.158 0.125
H -1.333 -7.645 2.813
H 2.504 5.874 5.116
F 1.085 -1.266 -2.790
C -4.197 0.838 1.808
H -2.335 -6.826 -2.212
O -5.570 -4.617 0.645
O -2.778 5.532 3.993
C -4.495 -6.564 -2.308
O -2.022 3.282 -4.412
H 4.749 -5.152 -0.247
H -3.481 -2.002 -5.779
H -4.346 -3.358 -0.282
H 1.439 1.633 2.593

---

This record from the Open Molecules 2025 dataset describes a 10-piece molecular cluster, C40H78N2O16 overall in a non-equilibrium geometry. The level of theory is the ωB97M-V functional and the def2-TZVPD basis.

Values from the calculation:
Lowest unoccupied orbital energy ... 0.0026 Eh
Gap between HOMO and LUMO ... 10.2 eV
SMILES ... CCOC(C)=O.CCOC(C)=O.CCOC(C)=O.CCOC(C)=O.CCOC(C)=O.CCOC(C)=O.CCOC(C)=O.CCOC(C)=O.CCCC#N.CCCC#N
Total charge ... 0
Spin multiplicity ... 1
Strongest force on any atom ... 0.08877 hartree/bohr

Element x y z (Å)
H -28.265 16.273 -6.595
H -29.535 15.049 -6.617
H -13.888 4.101 0.543
O -21.165 1.795 -10.888
C -20.768 1.034 -8.675
H -19.703 15.841 -1.446
O -10.104 11.718 -1.152
H -16.848 10.882 -13.740
H -28.947 16.880 -8.990
H -20.291 8.113 -8.166
C -11.072 13.493 -2.310
H -18.752 8.761 -5.617
H -18.707 14.734 -12.578
H -13.334 9.391 -3.503
C -20.241 1.284 -10.068
H -21.148 15.078 -13.043
C -12.820 5.623 -9.201
H -20.667 4.359 -11.798
H -12.790 4.995 -10.091
H -25.090 13.627 -7.724
C -19.330 13.852 -12.727
H -28.622 1.676 -7.296
O -12.023 11.391 -2.291
H -11.235 9.541 -2.229
O -14.220 1.551 -0.500
C -18.402 5.998 -6.196
O -11.998 2.117 -0.587
C -17.228 16.186 -0.304
C -25.872 13.522 -8.476
C -27.622 1.264 -7.437
H -30.346 16.774 -8.006
C -23.655 5.444 -2.231
C -21.414 7.930 -0.670
H -19.812 9.897 -6.583
C -17.598 15.307 -1.482
C -20.721 2.233 -12.252
H -12.073 9.942 -0.754
H -14.322 9.903 -2.166
C -29.537 16.167 -8.413
H -9.023 7.214 -8.114
O -27.820 14.484 -7.499
H -15.211 0.493 -1.964
C -14.173 0.609 -1.654
H -25.464 6.553 -2.775
H -19.554 13.540 -11.706
H -21.049 6.263 -1.936
O -26.406 15.848 -8.680
C -13.403 9.374 -2.415
H -21.860 8.014 0.321
H -20.964 -0.038 -8.677
H -28.036 -0.030 -9.072
O -10.612 4.814 -8.700
N -17.677 5.673 -5.369
H -25.369 13.621 -9.437
H -10.225 13.707 -2.962
H -25.467 4.474 -8.980
H -17.702 15.937 0.645
H -9.315 9.051 -6.340
O -23.112 4.462 -2.726
H -12.569 3.488 1.532
H -18.565 8.294 -7.949
H -16.165 16.335 -0.109
C -19.625 8.873 -6.260
H -26.737 4.868 -10.255
C -9.919 7.304 -7.500
H -28.858 -0.489 -7.672
H -13.996 -1.075 -0.351
C -17.651 17.536 -0.625
C -19.045 14.976 -1.515
H -21.471 13.380 -13.404
O -28.376 3.831 -8.740
C -20.712 14.162 -13.442
C -27.221 3.358 -8.810
H -26.486 12.640 -8.292
H -21.696 1.606 -8.662
H -17.936 10.646 -15.027
C -27.895 -0.093 -7.994
C -17.876 10.583 -13.940
H -12.518 -0.517 -1.023
C -18.925 11.501 -13.302
N -18.074 18.592 -0.857
H -13.437 8.333 -2.093
H -13.699 1.065 -2.523
H -10.995 9.109 -6.926
H -25.553 4.886 -3.170
C -19.477 7.950 -7.460
H -21.868 8.684 -1.313
C -25.168 5.569 -2.413
O -23.130 6.443 -1.459
C -28.736 15.502 -7.205
H -25.800 3.392 -10.380
H -27.140 -0.855 -7.795
H -21.546 2.151 -12.960
H -19.384 14.349 -0.691
O -26.813 2.151 -8.199
H -18.998 5.958 -8.073
H -20.064 1.261 -7.874
H -20.006 1.630 -12.811
H -13.126 6.576 -9.631
H -10.924 14.109 -1.423
C -12.120 10.043 -1.838
H -21.540 5.779 -0.323
H -19.855 3.973 -13.260
C -26.224 4.104 -9.671
H -30.013 15.388 -9.008
H -26.992 1.094 -6.565
C -13.134 2.254 -0.133
H -9.938 6.677 -6.608
C -19.385 6.445 -7.177
H -17.915 9.538 -13.632
H -20.363 8.139 -0.474
H -25.614 5.148 -1.512
H -9.707 9.496 -7.995
O -19.952 10.938 -12.834
H -19.062 3.544 -11.730
H -20.495 14.504 -14.454
C -9.973 8.826 -7.178
H -17.169 15.823 -2.341
H -17.019 14.386 -1.410
C -21.725 6.503 -1.116
C -13.556 -0.723 -1.284
C -11.009 12.136 -1.844
C -13.482 3.204 1.009
H -13.617 5.260 -8.552
C -20.020 3.606 -12.247
H -12.034 13.754 -2.750
C -26.706 14.778 -8.181
O -11.150 6.905 -8.171
H -19.310 14.374 -2.384
C -11.404 5.710 -8.617
O -19.050 1.184 -10.297
H -14.068 2.676 1.761
H -20.355 6.044 -6.882
H -20.532 8.630 -5.707
O -18.547 12.825 -13.391
H -13.683 -1.494 -2.044

---

What is the strongest force on any atom in the second record?
0.08877 hartree/bohr

---

What is the formula in the second record?
C40H78N2O16

---

Among the records above, which one has the lowest strongest force on any atom?
C40H78N2O16

---

Among the records above, which one has the lowest spin multiplicity?
C40H78N2O16